(1)
DFT (wB97M-V/def2-TZVPD) results for a 2-piece molecular cluster, C14H27N3O5 overall.

Structure (ORCA input):
```
! wB97M-V def2-TZVPD RIJCOSX def2/J DEFGRID3
* xyz 0 1
O -0.02782 -2.01117 4.48108
O -2.52632 -0.81263 -4.69698
O -0.20717 3.55575 1.47771
O 1.50167 2.30832 2.28025
O -0.15416 2.36890 4.48479
N -0.60158 -2.27253 -6.90727
N -0.83551 0.63977 5.76536
N 0.29050 -0.39932 2.94974
C 0.38052 1.35540 -2.27773
C 0.63608 -1.52340 3.57416
C -0.59679 1.22677 4.58925
C -0.87468 0.40156 3.33273
C -1.33267 -1.08605 -4.78641
C -0.65585 1.29043 7.06065
C 1.13613 2.51525 -0.15524
C -0.73680 0.52084 -2.91287
C -0.30208 -0.07312 -4.26313
C 0.25431 -3.11349 -4.80855
C 0.77163 2.85980 1.28536
C 1.91482 -2.18608 3.12045
C -0.00931 1.76401 -0.85330
C -0.93932 -2.42293 -5.47356
H 0.66971 -0.55638 -4.14948
H -1.62830 1.14332 -3.04895
H -0.18747 0.72480 -5.00214
H -1.30009 2.16984 7.12214
H 0.92358 -0.01454 2.26555
H -1.35999 -1.81463 -7.41841
H -0.90963 0.59963 7.86576
H -1.73038 -0.25009 3.51505
H 1.30237 0.76598 -2.24303
H 1.04520 2.58955 3.10705
H 0.35772 -4.13345 -5.19232
H -1.09158 -0.33998 5.74712
H -0.37458 -3.17353 -7.33077
H 1.36308 3.44003 -0.69249
H -1.00228 -0.29870 -2.23626
H 0.38239 1.60897 7.17228
H -0.90085 2.40009 -0.88838
H 2.08643 -3.07534 3.72572
H -1.13697 1.08259 2.52319
H 2.74450 -1.49305 3.24729
H -0.25909 0.87074 -0.27115
H 0.57052 2.24655 -2.88461
H 1.82354 -2.46897 2.07381
H 1.18449 -2.57533 -5.01747
H -1.80703 -3.08655 -5.37855
H 0.11025 -3.16633 -3.72460
H 2.03883 1.89872 -0.15286
*
```

The gap between HOMO and LUMO comes out at 9.931 eV. Its structure (SMILES) is C[C@H](N)C(=O)CCCCCC(=O)O.CNC(=O)CNC(C)=O.

Atomic partial charges in e from the natural (NBO) method, atoms 1 to 2:
1. O -0.660
2. O -0.539


(2)
DFT (wB97M-V/def2-TZVPD) results for a 8-piece molecular cluster, C26H52ClF12N3O13S4 overall.

Structure (ORCA input):
```
! wB97M-V def2-TZVPD RIJCOSX def2/J DEFGRID3
* xyz -2 1
Cl 1.66984 -3.86134 1.91078
S 1.39633 -1.48974 6.53153
S -5.30908 -3.09356 3.56547
S 2.47383 -0.34979 -4.56616
S 2.20377 3.55552 1.43901
F -7.20118 -1.26356 3.17095
F 1.03977 3.11651 3.82873
F 3.28106 -1.92323 -2.37306
F 3.68765 0.25471 -2.20937
F 3.05197 3.89063 3.96664
F -5.12643 -0.46037 2.84932
F 1.36422 5.12573 3.41477
F -6.09403 -1.73147 1.34171
F 4.87953 -0.93258 -3.51967
F 1.59865 0.29220 8.54368
F 1.09196 -1.80442 9.14403
F -0.46116 -0.41740 8.20822
O 2.73929 -1.42884 -5.50203
O -1.19215 -0.84584 0.81990
O 0.92180 3.84774 0.92034
O 0.35771 -2.45000 6.21508
O 2.88497 0.96257 -4.94256
O -5.08461 -2.68352 4.88145
O -6.38875 -4.04376 3.44258
O -4.15849 -3.43223 2.75875
O 2.65409 2.21350 1.38087
O 2.65800 -1.99737 6.91349
O 1.13314 -0.36031 -4.04207
O 3.20037 4.46202 0.96339
O 1.53155 -0.36330 5.63225
N 0.43521 -1.35402 3.37135
N 0.72971 -4.45243 -2.24982
N 0.65207 4.66157 -2.63127
C -0.44880 7.86268 -0.62130
C 0.22455 -0.59722 0.54737
C 0.47700 -3.74264 -4.60953
C -1.40872 0.24475 3.42495
C 0.16121 6.48935 -0.84190
C 0.94685 2.28013 -2.03948
C 3.67209 -0.77662 -3.08803
C 0.48137 -3.24242 -3.12756
C -5.99599 -1.53520 2.70636
C 2.34698 2.99599 -2.17625
C -2.93714 -5.01490 -1.18285
C -1.09542 -1.23008 3.24112
C 0.65175 4.37771 -4.08303
C -0.04133 5.94990 -2.26061
C -0.55304 -5.24341 -2.04128
C 1.11084 -5.13159 -4.51881
C 2.07964 4.47935 -2.18551
C 1.72874 -5.17227 -3.09849
C -0.61150 8.17210 0.88473
C 1.92448 3.93225 3.25249
C -0.06916 3.47575 -2.01110
C -1.50488 -1.75376 1.86897
C 0.84461 -0.80459 8.20990
C 1.33980 -4.17393 -0.94529
C -1.44437 -4.65851 -0.99177
C -3.85063 -4.18684 -0.26779
H -2.45988 0.42162 3.62837
H 1.24720 6.57401 -0.60445
H 1.75223 -5.11591 -0.50634
H -1.55696 -1.88083 3.97990
H 0.19192 8.53544 -1.13978
H 0.37157 -5.88721 -4.72675
H 0.83970 1.61818 -2.86509
H 0.23341 6.68730 -3.05405
H -1.45209 7.83416 -1.05396
H 0.84256 -1.48103 0.62108
H 0.80507 3.32973 -4.26323
H -4.92271 -4.23785 -0.54240
H 1.50655 4.92423 -4.50671
H 0.80536 -3.54737 -0.21140
H 2.74182 5.15077 -2.84503
H 0.37140 -0.21633 -0.49125
H 2.93757 2.79274 -1.27587
H 1.29229 -2.55538 -2.95511
H -2.61875 -1.84882 1.83645
H -1.07724 5.75522 -2.51240
H -1.16475 -2.79615 1.80043
H -0.13303 -6.22449 -1.78145
H 0.61808 0.21164 1.19290
H -0.55642 -3.71545 -4.95914
H -3.72328 -4.43433 0.78739
H -3.13559 -4.84053 -2.29002
H -3.61500 -3.12704 -0.33311
H -0.92757 3.22212 -2.65242
H 1.03257 -0.71715 2.82052
H 2.80008 2.69359 -3.15951
H -0.51249 -2.88884 -2.85294
H -1.27402 7.51030 1.45329
H 1.04575 -3.03259 -5.18564
H -1.13324 0.90727 2.58254
H 0.41495 8.00740 1.29350
H 0.90259 1.81343 -1.06800
H -1.37411 -3.52300 -0.96170
H -0.50380 3.74382 -1.00980
H 2.22353 -3.57001 -1.17047
H 1.93985 -5.29257 -5.24002
H 0.70942 -1.19381 4.37166
H 2.68596 -4.62121 -3.02222
H -1.04659 -5.33073 -3.01808
H -0.95455 9.21194 1.08758
H 2.08727 4.94057 -1.21860
H -0.18557 5.71137 -0.15518
H -3.06103 -6.09415 -1.03995
H -0.87532 0.70266 4.25616
H 1.82052 -6.18858 -2.73129
H -1.08962 -4.96004 -0.01402
H -0.25838 4.69374 -4.61459
H 0.74322 -2.31147 3.09660
*
```

The gap between HOMO and LUMO comes out at 7.148 eV.

Atomic partial charges in e from the Mulliken method, atoms 1 to 2:
1. Cl -0.650
2. S 1.335


no.,energy (Eh),maximum force (eV Å⁻¹),HOMO (eV)
1,-1090.190896,1.53,-9.479
2,-5415.734067,3.45,-4.276